<1>
Formula: C3H9N2P
Source: the Open Molecules 2025 dataset
Level of theory: ωB97M-V with the def2-TZVPD basis set

Summary:
lowest unoccupied orbital energy (alpha / beta): 0.59 / 0.59 eV
HOMO (alpha / beta): -8.8 / -8.8 eV
HOMO-LUMO gap (alpha / beta): 9.35 / 9.35 eV

Positions of all 15 atoms, in Å:
C: 0.75 -1.58 1.62
N: 0.20 -0.26 1.73
C: -0.14 0.37 0.39
C: -1.05 1.61 0.56
P: 0.24 -0.71 -1.01
N: -0.43 0.16 -2.35
H: 1.75 -1.54 1.46
H: 0.18 -2.29 0.91
H: 0.71 -2.03 2.54
H: -0.59 2.50 0.42
H: -1.93 1.73 -0.01
H: -1.08 1.46 1.63
H: 1.54 -0.08 -1.10
H: -0.86 -0.58 -2.95
H: 0.10 0.69 -3.02



<2>
Formula: C3H9N2P
Source: the Open Molecules 2025 dataset
Level of theory: ωB97M-V with the def2-TZVPD basis set

Summary:
lowest unoccupied orbital energy (alpha / beta): -0.19 / -0.19 eV
HOMO (alpha / beta): -8.6 / -8.6 eV
HOMO-LUMO gap (alpha / beta): 8.43 / 8.43 eV

Positions of all 15 atoms, in Å:
C: 0.63 0.84 -1.15
C: 0.26 -0.25 -0.24
C: 1.28 -1.33 0.07
N: 0.61 1.06 0.25
N: -0.98 1.98 1.08
P: -2.38 1.18 1.10
H: 1.54 0.86 -1.62
H: -0.21 1.24 -1.86
H: -0.70 -0.74 -0.13
H: 0.86 -2.39 -0.12
H: 1.64 -1.17 1.10
H: 2.04 -1.02 -0.73
H: -0.46 2.09 1.94
H: -2.10 -0.31 1.12
H: -2.79 1.38 -0.30



The relative energies come out as <1> 0.0; <2> 42.1, with values in kcal/mol.



<1>
Formula: C2H5O2P
Source: the Open Molecules 2025 dataset
Level of theory: ωB97M-V with the def2-TZVPD basis set

Summary:
lowest unoccupied orbital energy: -0.68 eV
HOMO: -9.7 eV
HOMO-LUMO gap: 9.00 eV

Positions of all 10 atoms, in Å:
C: -1.75 -0.39 -0.34
C: 1.12 1.09 0.00
O: 1.41 -1.64 -0.46
O: -2.29 0.33 0.41
P: 1.49 -0.47 0.39
H: -1.03 -1.26 0.08
H: -2.01 -0.45 -1.41
H: 1.06 1.99 0.69
H: 1.10 1.42 -1.02
H: 0.89 -0.61 1.64



<2>
Formula: C2H5O2P
Source: the Open Molecules 2025 dataset
Level of theory: ωB97M-V with the def2-TZVPD basis set

Summary:
lowest unoccupied orbital energy: 0.84 eV
HOMO: -10.3 eV
HOMO-LUMO gap: 11.17 eV

Positions of all 10 atoms, in Å:
C: -0.84 0.78 -0.21
C: -0.48 -0.74 -0.29
O: 2.60 -0.40 -0.24
O: 0.47 1.34 -0.11
P: 1.18 -0.10 0.24
H: -1.43 1.26 -1.02
H: -1.51 0.98 0.71
H: -0.77 -1.36 0.58
H: -0.40 -1.37 -1.18
H: 1.19 -0.38 1.52



The relative energies come out as <1> 56.9; <2> 0.0, with values in kcal/mol.



<1>
Formula: C2H2N2O2S
Source: the Open Molecules 2025 dataset
Level of theory: ωB97M-V with the def2-TZVPD basis set

Summary:
lowest unoccupied orbital energy (alpha / beta): -0.41 / -0.41 eV
HOMO (alpha / beta): -8.3 / -8.3 eV
HOMO-LUMO gap (alpha / beta): 7.90 / 7.90 eV

Positions of all 9 atoms, in Å:
C: 0.25 -0.68 0.05
C: 2.73 0.21 -0.41
N: 2.79 1.29 0.26
N: -0.86 -0.65 0.38
O: -1.81 -0.01 0.69
O: 3.26 -0.72 -0.72
S: 1.28 1.09 -0.33
H: 1.14 -1.11 -0.40
H: 3.40 1.99 -0.07



<2>
Formula: C2H2N2O2S
Source: the Open Molecules 2025 dataset
Level of theory: ωB97M-V with the def2-TZVPD basis set

Summary:
lowest unoccupied orbital energy (alpha / beta): -0.78 / -0.78 eV
HOMO (alpha / beta): -8.5 / -8.5 eV
HOMO-LUMO gap (alpha / beta): 7.72 / 7.73 eV

Positions of all 9 atoms, in Å:
C: 1.51 -0.34 1.97
C: -2.17 -0.34 -1.43
N: 2.34 -0.69 1.22
N: -0.10 0.76 -1.03
O: -3.00 -1.14 -1.26
O: -1.45 0.55 -1.07
S: 0.47 0.53 2.70
H: 2.38 -1.16 0.29
H: 0.01 1.81 -1.39



The relative energies come out as <1> 30.8; <2> 0.0, with values in kcal/mol.



<1>
Formula: C6H6N2O
Source: the Open Molecules 2025 dataset
Level of theory: ωB97M-V with the def2-TZVPD basis set

Summary:
lowest unoccupied orbital energy (alpha / beta): -2.55 / -3.77 eV
HOMO (alpha / beta): -9.4 / -7.5 eV
HOMO-LUMO gap (alpha / beta): 6.81 / 3.70 eV

Positions of all 15 atoms, in Å:
C: -0.60 -0.32 2.96
C: -0.70 -1.74 -1.53
C: -1.16 -0.85 -0.54
C: 0.58 -1.32 -1.86
C: -0.13 0.07 -0.35
C: 0.74 2.15 0.62
N: -0.17 -0.85 3.88
N: -0.24 1.07 0.41
O: 1.02 -0.29 -1.08
H: -1.31 -2.48 -1.88
H: -2.12 -0.91 -0.15
H: 1.36 -1.51 -2.54
H: 0.21 2.99 0.62
H: 1.14 1.81 1.67
H: 1.39 2.16 -0.25



<2>
Formula: C6H6N2O
Source: the Open Molecules 2025 dataset
Level of theory: ωB97M-V with the def2-TZVPD basis set

Summary:
lowest unoccupied orbital energy: -0.75 eV
HOMO: -9.4 eV
HOMO-LUMO gap: 8.68 eV

Positions of all 15 atoms, in Å:
C: -2.31 -0.51 0.17
C: -0.93 -0.02 -0.04
C: -0.67 1.30 -0.14
N: 0.70 1.79 -0.08
C: 1.84 1.21 -0.15
C: 2.23 -0.23 -0.16
O: 3.31 -0.63 0.35
C: 1.12 -1.26 -0.33
N: -0.11 -1.21 -0.15
H: -2.15 -1.39 0.95
H: -2.98 0.29 0.50
H: -2.81 -1.00 -0.62
H: -1.44 2.09 0.19
H: 2.79 1.86 0.10
H: 1.42 -2.29 -0.60



<3>
Formula: C6H6N2O
Source: the Open Molecules 2025 dataset
Level of theory: ωB97M-V with the def2-TZVPD basis set

Summary:
lowest unoccupied orbital energy: 0.42 eV
HOMO: -8.5 eV
HOMO-LUMO gap: 8.87 eV

Positions of all 15 atoms, in Å:
N: 3.24 -0.21 0.99
C: 2.26 0.00 0.46
C: 0.93 0.03 -0.03
O: 1.15 0.06 -1.78
C: 0.05 1.22 0.13
C: -1.28 1.06 0.24
C: -1.87 -0.15 0.33
C: -1.07 -1.24 0.27
N: 0.31 -1.19 0.28
H: 1.10 1.01 -2.12
H: 0.47 2.13 0.05
H: -1.80 1.91 0.37
H: -2.98 -0.31 0.45
H: -1.36 -2.25 0.37
H: 0.84 -2.06 0.00



The relative energies come out as <1> 95.3; <2> 12.0; <3> 0.0, with values in kcal/mol.



<1>
Formula: C9H8BrN3O2
Source: the Open Molecules 2025 dataset
Level of theory: ωB97M-V with the def2-TZVPD basis set

Summary:
lowest unoccupied orbital energy (alpha / beta): 0.30 / 0.30 eV
HOMO (alpha / beta): -8.1 / -8.1 eV
HOMO-LUMO gap (alpha / beta): 8.38 / 8.38 eV

Positions of all 23 atoms, in Å:
C: -3.15 0.00 0.98
N: -2.73 1.14 0.23
C: -1.74 1.24 -0.67
O: -1.42 2.07 -1.43
N: -0.69 -0.08 -0.64
C: 0.66 0.23 -0.46
C: 1.34 1.39 -0.24
C: 2.71 1.35 0.01
C: 3.39 0.17 0.11
Br: 5.34 0.15 0.38
C: 2.71 -1.07 -0.07
C: 1.33 -1.07 -0.28
C: 0.39 -2.13 -0.37
N: -0.82 -1.48 -0.60
O: -1.96 -1.97 -0.80
H: -3.94 0.08 1.65
H: -3.23 -0.83 0.40
H: -2.39 -0.20 1.62
H: -3.43 1.80 0.44
H: 0.67 2.22 -0.30
H: 3.13 2.25 0.18
H: 3.32 -2.04 0.03
H: 0.52 -3.20 -0.17



<2>
Formula: C9H8BrN3O2
Source: the Open Molecules 2025 dataset
Level of theory: ωB97M-V with the def2-TZVPD basis set

Summary:
lowest unoccupied orbital energy (alpha / beta): -1.42 / -1.42 eV
HOMO (alpha / beta): -8.7 / -8.7 eV
HOMO-LUMO gap (alpha / beta): 7.27 / 7.27 eV

Positions of all 23 atoms, in Å:
C: 0.57 -1.25 1.94
N: 1.24 0.05 1.93
C: 0.99 0.70 0.69
N: 1.90 2.01 0.57
O: 2.67 2.27 1.45
O: 1.57 2.71 -0.39
C: -0.40 1.26 0.54
C: -0.71 1.08 -0.80
C: -1.87 1.41 -1.59
C: -1.84 1.21 -2.97
Br: -3.40 1.57 -4.10
C: -0.71 0.47 -3.58
C: 0.34 0.13 -2.87
C: 0.42 0.35 -1.43
N: 1.29 0.04 -0.57
H: -0.52 -1.30 2.14
H: 0.69 -1.58 0.86
H: 0.86 -1.95 2.85
H: 2.12 0.12 2.24
H: -0.92 1.66 1.39
H: -2.73 1.88 -1.24
H: -0.60 0.30 -4.62
H: 1.12 -0.41 -3.25



The relative energies come out as <1> 0.0; <2> 35.8, with values in kcal/mol.



<1>
Formula: C3H9NP2
Source: the Open Molecules 2025 dataset
Level of theory: ωB97M-V with the def2-TZVPD basis set

Summary:
lowest unoccupied orbital energy: 0.98 eV
HOMO: -8.6 eV
HOMO-LUMO gap: 9.61 eV

Positions of all 15 atoms, in Å:
C: -1.02 -1.12 0.77
C: -0.12 -0.20 -0.04
N: 1.33 -0.59 -0.04
P: 2.51 0.63 0.10
C: -0.65 0.24 -1.38
P: -0.50 1.57 -0.10
H: -2.04 -1.09 0.59
H: -0.81 -0.88 1.80
H: -0.57 -2.05 0.54
H: 1.38 -1.20 0.74
H: 1.99 1.26 1.27
H: 2.03 1.50 -0.80
H: -1.68 0.04 -1.54
H: -0.11 0.35 -2.30
H: -1.74 1.53 0.40



<2>
Formula: C3H9NP2
Source: the Open Molecules 2025 dataset
Level of theory: ωB97M-V with the def2-TZVPD basis set

Summary:
lowest unoccupied orbital energy (alpha / beta): -1.05 / -0.75 eV
HOMO (alpha / beta): -7.5 / -7.9 eV
HOMO-LUMO gap (alpha / beta): 6.46 / 7.13 eV

Positions of all 15 atoms, in Å:
C: -2.72 -0.35 0.70
P: -1.36 0.06 -0.31
C: 0.06 0.98 0.57
P: 1.31 -0.03 -0.31
C: 2.62 -0.50 0.73
N: -0.16 -1.13 -0.32
H: -2.87 -1.27 1.02
H: -3.58 0.35 0.47
H: 0.04 0.43 1.61
H: 0.10 1.98 0.74
H: 3.05 0.31 1.34
H: 3.45 -0.86 0.17
H: -0.42 -1.95 -0.84
H: 0.61 0.93 -2.67
H: -0.11 1.05 -2.88



<3>
Formula: C3H9NP2
Source: the Open Molecules 2025 dataset
Level of theory: ωB97M-V with the def2-TZVPD basis set

Summary:
lowest unoccupied orbital energy: 0.96 eV
HOMO: -7.8 eV
HOMO-LUMO gap: 8.78 eV

Positions of all 15 atoms, in Å:
C: 0.72 0.84 -2.36
C: -1.13 0.85 2.13
C: -1.01 -0.64 -0.31
N: 1.31 -0.38 0.57
P: 0.60 -0.29 -1.15
P: -0.33 -0.40 1.40
H: 1.62 0.77 -2.97
H: 0.24 1.78 -2.15
H: -0.92 1.18 3.17
H: -0.99 1.49 1.38
H: -1.93 -0.20 -0.48
H: -1.27 -1.73 -0.46
H: 2.32 -0.19 0.81
H: 1.09 -1.46 -1.55
H: -0.33 -1.63 1.98



The relative energies come out as <1> 0.0; <2> 84.8; <3> 40.1, with values in kcal/mol.